[1]
{
  "formula": "C33H28BrGdN6O3S",
  "method": "wB97M-V/def2-TZVPD",
  "s2": 12.3430,
  "e_homo_ev": [-2.21, -4.67],
  "gap_ev": [4.48, 6.05],
  "spin_multiplicity": 7,
  "total_charge": -1,
  "symbols": ["Gd", "N", "C", "C", "O", "O", "H", "H", "H", "H", "Br", "C", "C", "C", "C", "C", "C", "C", "C", "C", "C", "H", "H", "H", "H", "H", "H", "O", "N", "C", "C", "C", "C", "C", "S", "H", "H", "H", "H", "C", "C", "C", "N", "C", "C", "H", "H", "H", "H", "H", "C", "C", "N", "C", "C", "C", "C", "C", "C", "C", "C", "N", "C", "N", "H", "H", "H", "H", "H", "H", "H", "H", "H"],
  "coordinates": [[-0.229, -0.304, 0.525], [-0.660, 1.526, -1.678], [-1.804, 2.395, -1.395], [-2.514, 2.012, -0.097], [-3.536, 2.580, 0.249], [-1.934, 1.070, 0.577], [0.125, 2.063, -2.034], [-0.877, 0.828, -2.382], [-2.552, 2.401, -2.196], [-1.471, 3.428, -1.283], [-2.482, -1.730, -0.952], [-1.425, -2.618, -2.241], [-2.024, -3.609, -2.986], [-1.292, -4.236, -4.006], [-0.001, -3.850, -4.264], [0.620, -2.829, -3.507], [1.947, -2.421, -3.792], [2.546, -1.425, -3.062], [1.845, -0.816, -2.004], [0.563, -1.198, -1.664], [-0.085, -2.193, -2.446], [-3.048, -3.890, -2.790], [-1.762, -5.013, -4.596], [0.565, -4.319, -5.060], [2.472, -2.906, -4.606], [3.553, -1.104, -3.296], [2.356, -0.034, -1.444], [-0.065, -2.787, 0.615], [0.762, -3.601, 1.235], [0.833, -4.867, 0.759], [1.635, -5.807, 1.342], [2.395, -5.423, 2.453], [2.325, -4.136, 2.906], [1.502, -3.164, 2.297], [1.381, -1.541, 2.789], [0.204, -5.026, -0.105], [1.667, -6.804, 0.929], [3.041, -6.135, 2.950], [2.913, -3.805, 3.750], [-3.797, -1.481, 4.474], [-3.146, -2.501, 3.799], [-2.200, -2.162, 2.845], [-1.920, -0.899, 2.527], [-2.559, 0.081, 3.165], [-3.491, -0.168, 4.165], [-4.537, -1.708, 5.231], [-3.353, -3.541, 4.005], [-1.637, -2.912, 2.304], [-2.333, 1.087, 2.840], [-3.968, 0.663, 4.665], [1.770, 2.915, 3.498], [1.650, 1.731, 2.790], [1.067, 1.700, 1.573], [0.669, 2.845, 1.041], [0.808, 4.119, 1.640], [1.338, 4.102, 2.940], [0.371, 5.311, 0.994], [0.211, 5.565, -0.362], [0.791, 4.951, -1.486], [0.447, 5.370, -2.808], [1.082, 4.805, -3.867], [2.050, 3.857, -3.742], [2.293, 3.523, -2.480], [1.738, 3.962, -1.363], [2.219, 2.895, 4.483], [2.009, 0.795, 3.189], [0.199, 2.784, 0.076], [1.445, 5.036, 3.480], [0.092, 6.117, 1.668], [-0.373, 6.452, -0.598], [-0.311, 6.129, -2.957], [0.828, 5.104, -4.879], [3.057, 2.758, -2.342]],
  "forces_ev_per_angstrom": [[0.9, -0.3, 0.1], [0.1, 0.0, 0.0], [-0.2, 0.1, -0.2], [0.1, -0.3, 0.2], [-0.1, 0.1, -0.2], [-0.6, 0.4, 0.0], [0.0, 0.0, 0.0], [0.0, 0.1, 0.1], [0.1, 0.0, 0.1], [0.0, 0.0, 0.0], [-0.4, 0.0, 0.0], [-0.1, -0.5, -0.4], [0.3, 0.5, 0.4], [0.4, 0.0, -0.2], [-0.3, -0.1, 0.0], [0.1, 0.0, 0.0], [0.2, 0.2, 0.2], [-0.2, -0.4, -0.4], [-0.5, -0.1, 0.3], [0.3, 0.3, 0.1], [0.1, 0.0, 0.0], [-0.1, 0.0, 0.0], [0.0, 0.0, 0.0], [0.0, 0.0, 0.0], [0.0, 0.0, 0.0], [0.0, 0.0, 0.0], [0.0, 0.0, 0.0], [-0.1, 0.1, 0.1], [-0.1, 0.0, -0.2], [0.0, 0.1, 0.1], [0.0, 0.1, 0.0], [0.0, -0.1, -0.1], [0.0, 0.2, 0.1], [-0.1, 0.0, -0.1], [0.2, -0.1, -0.1], [0.0, 0.0, 0.0], [0.0, 0.0, 0.0], [0.0, 0.0, 0.0], [0.0, 0.0, 0.0], [-0.1, 0.0, 0.1], [0.1, 0.0, 0.0], [0.0, 0.1, 0.1], [-0.1, -0.1, -0.2], [-0.1, -0.1, 0.1], [0.1, 0.0, -0.1], [0.0, 0.0, 0.0], [0.0, 0.0, 0.0], [0.0, 0.0, 0.0], [0.0, 0.0, 0.0], [0.0, 0.0, 0.0], [0.1, -0.1, 0.0], [0.0, 0.1, 0.0], [-0.1, 0.0, 0.0], [0.1, 0.1, -0.1], [0.1, -0.2, 0.0], [0.0, 0.1, 0.0], [0.0, 0.0, 0.1], [-0.1, 0.2, 0.0], [0.0, -0.1, -0.1], [0.0, 0.0, 0.1], [0.1, -0.1, -0.1], [-0.1, 0.1, -0.1], [0.1, -0.2, 0.1], [0.0, 0.1, -0.1], [0.0, 0.0, 0.0], [0.0, 0.0, 0.0], [0.0, 0.0, 0.1], [0.0, 0.0, 0.0], [0.0, 0.0, 0.0], [0.0, 0.0, 0.0], [0.0, 0.0, 0.0], [0.0, 0.0, 0.0], [0.0, 0.0, 0.0]],
  "mulliken_spin": [4.62, 0.01, -0.01, 0.01, 0.00, 0.03, 0.01, 0.00, 0.00, 0.01, 0.00, 0.00, 0.00, 0.00, 0.00, 0.02, -0.02, 0.02, -0.04, 0.32, -0.04, 0.00, 0.00, 0.00, 0.00, 0.00, 0.00, 0.03, 0.00, 0.00, 0.00, 0.00, 0.00, 0.00, 0.01, 0.00, 0.00, 0.00, 0.00, 0.00, 0.00, 0.00, 0.00, 0.00, 0.00, 0.00, 0.00, 0.00, 0.00, 0.00, -0.07, 0.13, -0.01, 0.01, -0.10, 0.12, 0.34, 0.00, 0.13, 0.05, 0.05, 0.12, -0.03, 0.10, 0.00, 0.02, 0.12, 0.01, 0.03, 0.01, 0.00, 0.01, -0.01]
}



[2]
{
  "formula": "C33H28Cl3N2O2P2Zr",
  "method": "wB97M-V/def2-TZVPD",
  "e_homo_ev": -10.47,
  "gap_ev": 7.10,
  "total_charge": 1,
  "symbols": ["Zr", "C", "N", "P", "C", "C", "C", "C", "C", "C", "C", "C", "C", "C", "C", "C", "P", "C", "C", "C", "C", "C", "C", "C", "C", "C", "C", "C", "C", "H", "H", "H", "H", "H", "H", "H", "H", "H", "H", "H", "H", "H", "H", "H", "H", "H", "H", "H", "H", "H", "H", "H", "N", "C", "C", "C", "C", "C", "C", "H", "H", "H", "H", "H", "Cl", "C", "Cl", "Cl", "C", "O", "O"],
  "coordinates": [[1.300, 1.543, -0.757], [-0.589, -2.730, 0.041], [0.016, -1.430, -0.291], [1.484, -0.924, 0.375], [1.447, -1.184, 2.147], [1.265, -0.104, 3.007], [1.165, -0.318, 4.375], [1.245, -1.605, 4.884], [1.434, -2.688, 4.033], [1.540, -2.480, 2.669], [2.751, -1.995, -0.329], [2.649, -2.327, -1.681], [3.686, -2.991, -2.315], [4.837, -3.317, -1.608], [4.952, -2.974, -0.269], [3.914, -2.311, 0.372], [-0.906, -0.086, -0.765], [-2.284, 0.066, 0.378], [-2.056, 0.675, 1.612], [-3.075, 0.766, 2.547], [-4.329, 0.249, 2.253], [-4.563, -0.365, 1.030], [-3.546, -0.459, 0.093], [-1.604, -0.496, -2.371], [-2.522, 0.378, -2.951], [-2.992, 0.144, -4.232], [-2.546, -0.961, -4.946], [-1.628, -1.830, -4.378], [-1.153, -1.595, -3.094], [-0.872, -2.768, 1.094], [0.117, -3.531, -0.180], [-1.478, -2.884, -0.569], [1.206, 0.902, 2.608], [1.028, 0.523, 5.042], [1.166, -1.769, 5.951], [1.502, -3.690, 4.435], [1.700, -3.327, 2.011], [1.766, -2.053, -2.248], [3.601, -3.246, -3.364], [5.647, -3.835, -2.105], [5.850, -3.224, 0.280], [4.015, -2.050, 1.418], [-1.086, 1.090, 1.845], [-2.891, 1.252, 3.496], [-5.127, 0.326, 2.981], [-5.542, -0.769, 0.808], [-3.746, -0.935, -0.858], [-2.886, 1.246, -2.410], [-3.706, 0.824, -4.678], [-2.913, -1.144, -5.947], [-1.275, -2.690, -4.931], [-0.427, -2.273, -2.663], [0.723, 2.508, 0.731], [-0.270, 3.429, 1.150], [-1.214, 3.892, 0.232], [-2.232, 4.748, 0.619], [-2.322, 5.166, 1.942], [-1.378, 4.726, 2.860], [-0.359, 3.867, 2.468], [-1.177, 3.588, -0.810], [-2.954, 5.089, -0.110], [-3.113, 5.836, 2.251], [-1.430, 5.056, 3.889], [0.376, 3.531, 3.190], [4.483, 2.928, -3.723], [3.218, 2.384, -2.719], [3.923, 1.414, -1.265], [2.338, 3.749, -1.926], [2.192, 1.376, -3.434], [2.643, 0.686, -4.297], [1.011, 1.398, -2.895]],
  "forces_ev_per_angstrom": [[-0.9, 0.1, 1.8], [0.0, 0.1, 0.0], [-0.2, -0.3, 0.1], [0.2, 0.2, -0.2], [0.1, -0.3, 0.2], [0.0, 0.0, 0.0], [0.0, 0.0, 0.0], [0.0, 0.0, 0.0], [0.0, 0.0, 0.0], [0.0, 0.0, 0.0], [0.0, 0.0, 0.0], [0.0, 0.0, 0.0], [0.0, 0.0, 0.0], [0.0, 0.0, 0.0], [0.0, 0.0, 0.0], [0.1, -0.1, 0.0], [0.2, 0.2, -0.1], [-0.2, -0.1, 0.0], [0.0, 0.1, 0.1], [0.0, 0.0, 0.0], [0.0, 0.0, 0.0], [0.0, 0.0, 0.0], [-0.1, 0.0, 0.0], [0.0, -0.1, -0.1], [-0.1, 0.1, 0.0], [0.0, 0.0, 0.0], [0.0, 0.0, 0.0], [0.0, 0.0, 0.1], [0.0, 0.0, -0.1], [0.0, 0.0, 0.0], [0.0, 0.0, 0.0], [0.0, 0.0, 0.0], [0.0, 0.0, 0.0], [0.0, 0.0, 0.0], [0.0, 0.0, 0.0], [0.0, 0.0, 0.0], [0.0, 0.0, 0.0], [0.0, 0.0, 0.0], [0.0, 0.0, 0.0], [0.0, 0.0, 0.0], [0.0, 0.0, 0.0], [0.0, 0.0, 0.0], [0.0, 0.0, -0.1], [0.0, 0.0, 0.0], [0.0, 0.0, 0.0], [0.0, 0.0, 0.0], [0.1, 0.0, 0.0], [0.0, 0.0, 0.1], [0.0, 0.0, 0.0], [0.0, 0.0, 0.0], [0.0, 0.0, 0.0], [0.0, 0.0, 0.0], [-0.7, 0.3, -1.0], [0.7, -0.5, -0.1], [-0.4, 0.2, -0.2], [0.1, 0.0, 0.2], [0.0, 0.0, 0.0], [0.0, 0.0, 0.0], [0.0, 0.0, 0.2], [0.1, -0.1, 0.0], [0.0, 0.0, 0.0], [0.0, 0.0, 0.0], [0.0, 0.0, 0.0], [0.0, 0.0, 0.0], [0.1, 0.0, -0.1], [0.0, 0.0, 0.2], [0.0, 0.1, -0.4], [0.3, 0.0, -0.3], [-0.3, 0.0, 0.1], [0.0, 0.0, -0.1], [0.7, -0.1, 0.0]],
  "lowdin_charge": [1.09, -0.10, -0.50, 0.90, -0.35, -0.10, -0.06, -0.06, -0.06, -0.10, -0.37, -0.10, -0.06, -0.06, -0.06, -0.09, 0.94, -0.34, -0.09, -0.05, -0.06, -0.06, -0.08, -0.37, -0.10, -0.06, -0.06, -0.06, -0.09, 0.09, 0.09, 0.08, 0.06, 0.11, 0.11, 0.11, 0.11, 0.09, 0.11, 0.11, 0.11, 0.11, 0.06, 0.11, 0.11, 0.11, 0.11, 0.11, 0.11, 0.11, 0.11, 0.08, -0.25, -0.42, -0.07, -0.08, -0.09, -0.08, -0.05, 0.10, 0.11, 0.10, 0.11, 0.11, 0.75, -1.39, 0.60, 0.67, -0.78, 0.10, -0.25]
}



[3]
{
  "formula": "C33H28FeN3O5P",
  "method": "wB97M-V/def2-TZVPD",
  "s2": 6.0112,
  "e_homo_ev": [-7.88, -8.01],
  "gap_ev": [7.51, 7.64],
  "spin_multiplicity": 5,
  "total_charge": 0,
  "symbols": ["Fe", "O", "C", "O", "C", "P", "C", "C", "C", "C", "C", "C", "C", "C", "C", "C", "C", "C", "H", "H", "H", "H", "H", "H", "H", "H", "H", "H", "H", "H", "C", "O", "C", "C", "C", "C", "C", "C", "O", "C", "O", "C", "H", "H", "H", "H", "H", "H", "H", "H", "H", "N", "C", "C", "C", "C", "C", "C", "C", "N", "C", "C", "N", "C", "H", "H", "H", "H", "H", "H", "H"],
  "coordinates": [[-0.169, 0.513, 0.784], [3.252, 0.538, 2.338], [2.417, -0.283, 2.007], [1.608, -0.198, 1.001], [2.347, -1.605, 2.771], [1.046, -2.867, 2.456], [1.209, -3.242, 0.679], [2.192, -2.708, -0.149], [2.301, -3.118, -1.471], [1.422, -4.058, -1.989], [0.437, -4.600, -1.172], [0.345, -4.205, 0.153], [-0.508, -1.886, 2.505], [-0.917, -1.417, 3.753], [-2.067, -0.656, 3.893], [-2.846, -0.354, 2.788], [-2.482, -0.854, 1.542], [-1.327, -1.625, 1.402], [2.304, -1.373, 3.837], [3.313, -2.101, 2.641], [2.876, -1.958, 0.232], [3.080, -2.700, -2.098], [1.510, -4.375, -3.020], [-0.244, -5.346, -1.561], [-0.405, -4.656, 0.796], [-0.316, -1.640, 4.629], [-2.353, -0.288, 4.871], [-3.733, 0.257, 2.892], [-3.107, -0.650, 0.681], [-1.068, -2.049, 0.437], [-5.322, 4.732, -0.298], [-4.914, 4.967, 1.037], [-3.810, 4.319, 1.480], [-3.492, 4.537, 2.833], [-2.385, 3.925, 3.351], [-1.571, 3.064, 2.588], [-0.459, 2.375, 3.218], [0.098, 2.857, 4.534], [0.060, 1.365, 2.734], [-1.891, 2.852, 1.218], [-1.179, 2.119, 0.415], [-3.026, 3.509, 0.688], [-6.265, 5.257, -0.422], [-5.472, 3.666, -0.483], [-4.591, 5.123, -1.009], [-4.125, 5.182, 3.426], [-2.141, 4.089, 4.392], [0.045, 3.938, 4.641], [1.130, 2.521, 4.600], [-0.463, 2.402, 5.355], [-3.232, 3.349, -0.360], [6.070, -0.894, -7.547], [5.215, -0.868, -6.780], [4.143, -0.837, -5.822], [4.396, -0.478, -4.501], [3.366, -0.457, -3.579], [2.075, -0.781, -3.981], [1.817, -1.139, -5.298], [2.850, -1.171, -6.215], [1.019, -0.757, -3.036], [-0.149, -1.499, -3.068], [-0.830, -1.171, -1.942], [-0.120, -0.232, -1.228], [0.976, -0.010, -1.907], [5.402, -0.228, -4.194], [3.577, -0.214, -2.547], [0.810, -1.369, -5.616], [2.656, -1.446, -7.243], [-0.358, -2.217, -3.840], [-1.777, -1.554, -1.605], [1.752, 0.679, -1.616]],
  "forces_ev_per_angstrom": [[0.0, 0.4, 0.5], [-0.1, 0.0, -0.1], [0.1, 0.0, 0.0], [0.2, 0.3, -0.1], [0.0, 0.0, 0.3], [0.0, -0.1, 0.0], [0.0, -0.1, 0.0], [0.2, 0.0, -0.1], [0.0, -0.1, 0.1], [0.0, -0.1, 0.1], [0.1, 0.0, 0.0], [0.0, 0.0, -0.1], [0.0, 0.1, 0.1], [0.0, 0.0, 0.0], [0.0, 0.0, 0.0], [0.0, 0.0, -0.1], [0.0, 0.0, 0.1], [0.0, 0.0, 0.0], [0.0, 0.0, 0.0], [0.0, -0.1, 0.0], [-0.1, -0.2, -0.1], [0.0, -0.1, 0.0], [0.0, 0.0, 0.0], [0.0, 0.0, 0.0], [0.0, 0.0, 0.0], [0.0, 0.0, 0.0], [0.0, 0.0, 0.0], [0.0, 0.0, 0.0], [0.0, 0.0, 0.0], [0.0, 0.0, 0.2], [0.0, 0.0, 0.0], [0.0, -0.1, 0.0], [0.0, 0.1, -0.1], [0.0, 0.0, 0.0], [0.0, 0.0, 0.0], [0.0, -0.1, 0.1], [-0.1, 0.0, -0.1], [0.0, 0.0, 0.0], [0.1, 0.0, -0.1], [0.0, 0.0, 0.0], [-0.3, -0.1, -0.1], [0.0, 0.0, 0.0], [0.0, 0.0, 0.0], [0.0, 0.0, 0.0], [0.0, 0.0, 0.0], [0.0, 0.0, 0.0], [0.0, 0.0, 0.0], [0.0, 0.0, 0.0], [0.0, 0.0, 0.0], [0.0, 0.0, 0.0], [0.0, 0.0, 0.0], [0.0, 0.0, 0.0], [0.0, 0.0, 0.0], [0.0, 0.0, 0.0], [0.0, 0.0, 0.0], [0.1, 0.0, 0.0], [-0.1, 0.0, 0.1], [0.0, 0.0, 0.0], [0.0, 0.0, 0.0], [-0.1, 0.1, -0.2], [0.0, 0.0, 0.1], [0.1, 0.1, -0.2], [0.0, -0.1, -0.2], [0.0, 0.0, 0.0], [0.0, 0.0, 0.0], [0.0, 0.0, 0.0], [0.0, 0.0, 0.0], [0.0, 0.0, 0.0], [0.0, 0.0, 0.0], [0.0, 0.0, 0.0], [0.0, 0.0, 0.0]],
  "mulliken_spin": [3.60, 0.02, 0.02, 0.09, 0.01, 0.00, 0.00, 0.00, 0.00, 0.00, 0.00, 0.00, -0.01, 0.01, 0.00, 0.01, -0.05, 0.07, 0.00, 0.00, 0.00, 0.00, 0.00, 0.00, 0.00, 0.00, 0.00, 0.00, 0.00, 0.00, 0.00, 0.00, 0.00, 0.01, -0.01, -0.01, 0.02, 0.00, 0.05, 0.03, 0.10, 0.01, 0.00, 0.00, 0.00, 0.00, 0.00, 0.00, 0.00, 0.00, 0.00, 0.00, 0.00, 0.00, 0.00, 0.00, 0.00, 0.00, 0.00, 0.00, 0.00, 0.00, 0.01, 0.01, 0.00, 0.00, 0.00, 0.00, 0.00, 0.00, 0.01]
}



no.,E (hartree)
1,-5566.4546
2,-3644.5366
3,-3419.9383